# 1
The following is a quantum chemistry calculation of a 4-piece molecular cluster, C20H23F11I2N2O17P2S overall at a distorted geometry, from OMol25.

Its max |F| is 1.3 eV Å⁻¹. The charge is 0.

Each line ends with the Löwdin charge.
Positions of all 78 atoms, in Å:
O  -2.095  -2.057  4.344  0.0151
C  -3.144  -2.288  3.841  -0.8693
I  -4.762  -3.006  5.023  0.8462
C  -3.368  -2.015  2.359  -0.2203
C  -2.751  -3.110  1.496  -0.5983
I  -4.359  -4.784  1.443  0.9310
N  -1.668  -3.819  2.130  0.0451
C  -1.212  -4.681  1.082  -0.5096
O  -0.934  -5.825  1.152  0.1733
C  -1.150  -3.784  -0.228  -0.3266
P  -1.104  -4.935  -1.693  0.4291
O  -2.316  -5.748  -1.687  -0.2298
O  0.273  -5.706  -1.499  -0.0902
O  -0.868  -4.068  -2.991  -0.0809
S  0.455  -2.953  -0.052  0.6939
O  1.029  -2.742  -1.349  -0.2590
O  0.355  -1.875  0.875  -0.1989
F  1.317  -4.047  0.646  -0.0862
C  -2.326  -2.789  -0.019  -0.3596
C  -2.091  -1.349  -0.375  -0.4658
O  -2.692  -0.441  0.155  0.0961
N  -1.285  -1.084  -1.486  0.1992
C  -0.404  0.002  -1.523  -0.5019
O  0.152  0.386  -2.490  0.1754
F  -0.229  0.560  -0.325  0.1502
P  -3.943  -3.200  -1.091  0.8088
O  -4.821  -1.887  -0.708  -0.2575
O  -3.589  -2.778  -2.629  -0.2517
H  -2.833  -1.079  2.204  0.1250
H  -4.432  -1.904  2.150  0.0871
H  -0.928  -3.172  2.418  0.1403
H  0.103  -6.553  -1.052  0.1112
H  -0.066  -3.523  -2.967  0.0779
H  -0.887  -1.895  -1.941  0.1017
H  -4.455  -1.277  -0.042  0.0506
H  -4.256  -2.176  -2.989  0.0755
C  -0.627  3.148  -3.915  -0.0535
C  -0.464  3.797  -2.562  -0.1902
O  -0.100  5.192  -2.679  0.0367
C  -1.093  6.033  -2.914  -0.4034
O  -2.256  5.778  -3.034  0.1683
C  -0.546  7.480  -2.973  -0.5495
F  0.563  7.554  -3.714  0.1682
F  -0.249  7.897  -1.733  0.1638
F  -1.455  8.299  -3.487  0.1740
H  0.281  3.266  -4.507  0.0908
H  -0.823  2.086  -3.790  0.0570
H  -1.455  3.591  -4.470  0.0814
H  0.357  3.344  -2.010  0.1196
H  -1.369  3.716  -1.961  0.1267
C  2.444  1.211  3.205  -0.0520
C  1.767  2.408  3.833  -0.1868
O  0.555  2.024  4.523  0.0306
C  0.708  1.527  5.741  -0.3996
O  1.729  1.371  6.344  0.1707
C  -0.680  1.182  6.333  -0.5484
F  -1.425  0.538  5.432  0.1589
F  -1.317  2.309  6.683  0.1669
F  -0.552  0.417  7.409  0.1790
H  1.754  0.689  2.541  0.0729
H  3.308  1.537  2.627  0.0822
H  2.783  0.510  3.967  0.0808
H  1.437  3.117  3.077  0.1255
H  2.425  2.928  4.529  0.1260
C  3.592  -1.275  -2.364  -0.0464
C  3.187  -0.220  -1.362  -0.1916
O  4.283  0.666  -1.040  0.0373
C  4.513  1.640  -1.908  -0.3990
O  3.920  1.872  -2.919  0.1747
C  5.681  2.520  -1.399  -0.5498
F  6.701  1.774  -0.965  0.1679
F  5.255  3.282  -0.380  0.1620
F  6.118  3.315  -2.367  0.1777
H  4.457  -1.836  -2.007  0.0900
H  2.768  -1.965  -2.519  0.0515
H  3.856  -0.825  -3.320  0.0854
H  2.911  -0.665  -0.407  0.1185
H  2.343  0.371  -1.720  0.0983

Atomic forces in eV per Å
O 0.049 -0.119 0.122
C 0.312 0.072 -0.032
I -0.135 0.031 -0.009
C 0.078 -0.058 0.281
C -0.864 -0.353 -0.504
I 0.384 0.252 0.602
N -0.073 -0.233 -0.417
C 0.127 0.647 0.105
O 0.206 -0.100 0.027
C 0.161 -0.472 -0.028
P -0.279 -0.475 -0.085
O 0.161 0.329 -0.111
O -0.278 0.034 -0.036
O -0.007 0.267 0.278
S 0.055 0.348 0.031
O -0.022 -0.227 0.407
O 0.178 -0.353 -0.072
F -0.091 0.105 -0.183
C 0.208 -0.020 0.261
C -0.147 0.191 0.279
O -0.094 0.045 0.071
N 0.542 -0.322 0.552
C -0.567 -0.003 0.160
O 0.261 -0.092 -0.104
F -0.124 0.121 -0.276
P -0.772 -0.336 -0.973
O -0.042 -0.091 0.609
O 0.420 0.058 0.055
H -0.108 0.039 -0.110
H 0.165 0.131 -0.110
H -0.072 -0.071 0.271
H 0.148 0.106 0.074
H 0.165 -0.283 -0.121
H -0.393 0.323 -0.550
H 0.003 0.170 -0.320
H 0.191 0.150 0.039
C -0.045 0.251 -0.223
C -0.013 -0.325 0.128
O -0.058 0.057 -0.006
C -0.011 0.013 0.009
O 0.096 0.004 0.004
C -0.039 -0.088 -0.011
F -0.019 0.024 0.009
F 0.008 0.013 -0.023
F 0.024 0.007 0.019
H 0.033 -0.067 0.045
H 0.015 -0.013 -0.016
H -0.027 0.011 0.064
H 0.061 0.083 -0.027
H -0.036 0.095 -0.047
C -0.093 -0.122 0.058
C 0.182 0.128 -0.148
O 0.000 -0.022 0.074
C 0.018 0.019 0.033
O -0.078 0.014 -0.075
C 0.177 0.024 -0.066
F -0.114 -0.005 0.059
F -0.015 -0.038 -0.013
F -0.033 0.022 -0.020
H 0.009 0.034 -0.040
H 0.002 0.015 -0.008
H 0.034 0.034 0.015
H -0.078 -0.025 0.019
H -0.027 -0.069 0.070
C 0.297 0.131 -0.135
C -0.325 -0.141 0.012
O 0.073 0.078 -0.033
C -0.014 0.013 0.022
O 0.032 -0.030 0.072
C -0.062 -0.061 -0.074
F 0.006 0.029 0.002
F 0.021 -0.001 0.006
F -0.001 0.004 0.040
H -0.044 -0.031 0.051
H 0.082 0.037 -0.035
H -0.055 0.033 0.007
H 0.083 0.023 0.044
H 0.186 0.032 -0.040

=====

# 2
The following is a quantum chemistry calculation of an isolated ion of composition C20H23F2N2 and charge +1 at a distorted geometry, from OMol25.

Its SMILES is CC1=[NH+]CCCN1C(c1ccc(C)c(F)c1)c1ccc(C)c(F)c1. Its max |F| is 2.6 eV Å⁻¹. As for the energy above the lowest of the compared OMol25 structures with the same formula, charge and spin: 0.00 kJ/mol. The charge is +1.

Each line ends with the Löwdin charge.
Positions of all 47 atoms, in Å:
C  5.348  1.191  1.863  -0.0242
C  3.989  0.570  1.735  -0.2050
C  2.862  1.386  1.839  -0.2108
F  3.040  2.656  2.279  0.0806
C  1.593  0.925  1.544  0.0433
C  1.425  -0.377  1.025  -0.1893
C  0.100  -0.842  0.366  -0.0492
C  -1.167  -0.312  1.077  -0.1774
C  -1.410  1.071  1.171  0.0388
C  -2.706  1.508  1.375  -0.2034
F  -3.014  2.810  1.108  0.0699
C  -3.751  0.653  1.734  -0.2044
C  -5.127  1.210  1.904  -0.0272
C  -3.431  -0.702  1.888  -0.0216
C  -2.143  -1.171  1.615  -0.0534
C  2.491  -1.263  1.124  -0.0269
C  3.775  -0.764  1.426  -0.0117
H  6.117  0.410  1.835  0.0853
H  5.526  1.876  1.021  0.0983
H  5.451  1.777  2.786  0.0940
H  0.759  1.589  1.778  0.1024
H  0.076  -1.952  0.325  0.1390
H  -0.658  1.849  1.013  0.1141
H  -5.854  0.399  2.013  0.0856
H  -5.173  1.858  2.791  0.1006
H  -5.401  1.821  1.032  0.0935
H  -4.216  -1.407  2.210  0.1302
H  -1.904  -2.232  1.804  0.1298
H  2.331  -2.335  0.988  0.1222
H  4.621  -1.467  1.398  0.1271
C  -2.033  -1.966  -1.600  0.0511
C  -0.800  -1.219  -2.076  -0.2354
N  0.197  -0.767  -1.298  0.0519
C  1.269  -0.058  -1.917  -0.1319
C  0.868  0.641  -3.264  -0.1371
C  0.130  -0.256  -4.189  -0.1569
N  -0.813  -1.041  -3.399  0.0877
H  -2.628  -2.123  -2.502  0.0908
H  -1.743  -2.915  -1.173  0.1029
H  -2.629  -1.391  -0.903  0.0824
H  1.645  0.717  -1.241  0.1275
H  2.119  -0.712  -2.162  0.1405
H  0.267  1.525  -3.022  0.1274
H  1.785  0.986  -3.754  0.1296
H  -0.413  0.322  -4.932  0.1337
H  0.773  -0.959  -4.734  0.1367
H  -1.545  -1.519  -3.904  0.1491

Atomic forces in eV per Å
C 0.322 -0.147 0.144
C 0.118 0.406 -0.383
C -0.102 -0.418 0.301
F -0.297 -0.585 -0.279
C 0.006 0.451 -0.082
C -0.793 -0.069 -0.241
C 0.423 -1.429 0.148
C 0.364 0.329 -0.279
C -0.359 0.361 -0.914
C -0.411 -0.106 -0.029
F 0.427 -0.691 0.578
C 0.316 -0.064 -0.274
C -0.330 0.012 -0.016
C 0.035 0.125 0.421
C 0.200 -0.440 -0.510
C 0.498 0.308 -0.213
C -0.280 -0.785 0.035
H -0.101 0.249 0.071
H -0.055 -0.164 0.241
H -0.027 -0.211 -0.252
H 0.695 -0.322 -0.324
H -0.021 0.634 0.997
H -0.638 -0.475 -0.662
H 0.106 0.226 0.034
H -0.047 -0.160 -0.248
H 0.029 -0.156 0.303
H 0.547 0.469 -0.111
H -0.203 0.574 -0.498
H 0.168 0.373 -0.350
H -0.363 0.450 0.104
C 0.651 0.401 -0.547
C 0.077 0.423 0.497
N -2.378 0.195 1.145
C 1.275 1.101 -1.540
C 0.704 0.606 1.230
C -0.027 -0.883 -0.225
N 0.093 -0.017 0.114
H -0.122 -0.285 0.388
H -0.080 -0.244 0.251
H 0.089 0.087 0.234
H -0.091 -0.247 -0.045
H -0.248 -0.132 0.393
H 0.010 -0.127 -0.094
H -0.168 0.038 0.218
H -0.170 -0.033 -0.006
H 0.073 0.231 0.151
H 0.084 0.143 0.125

=====

| no. | E_HOMO (eV) | gap between HOMO and LUMO (eV) |
| --- | --- | --- |
| 1 | -8.98 | 7.902 |
| 2 | -11.72 | 9.162 |